# 1
Computed, not measured: the molecule C8H9ClNO2P in a non-equilibrium geometry, with ωB97M-V/def2-TZVPD.

```
22
Properties=species:S:1:pos:R:3:mulliken_charge:R:1
C -0.40 -3.41 -0.47 -0.426
C -0.94 -2.48 -1.36 -0.476
C 0.63 -3.01 0.30 -0.627
C -0.29 -1.29 -1.68 -0.428
C 1.37 -1.90 0.01 1.058
C 0.83 -0.92 -0.92 0.370
C 2.54 -1.62 0.82 -0.635
C 0.34 3.89 -0.13 -0.782
N 0.27 2.43 0.14 -0.256
O 2.97 2.00 -0.03 -0.556
O 1.30 0.31 -1.08 -0.406
P 1.68 1.36 0.31 0.334
Cl 3.83 -0.62 0.54 -0.085
H -0.92 -4.34 -0.19 0.351
H -1.60 -2.78 -2.21 0.285
H 1.23 -3.68 0.89 0.271
H -0.55 -0.72 -2.45 0.585
H 2.64 -2.28 1.71 0.331
H 0.19 4.37 -1.10 0.237
H -0.40 4.39 0.50 0.291
H 1.31 4.09 0.37 0.289
H -0.52 2.21 0.76 0.275
```

HOMO (spin up / spin down): -7.37 / -8.63 eV
Relative energy (zero: lowest compared OMol25 entry of this formula, charge and spin): 4.417 eV
HOMO-LUMO gap (spin up / spin down): 5.19 / 7.49 eV
Total charge: 0

---

# 2
Computed, not measured: the molecule C8H9FN2 in a non-equilibrium geometry, with ωB97M-V/def2-TZVPD.

```
20
Properties=species:S:1:pos:R:3:mulliken_charge:R:1
C 2.45 1.59 -0.47 -1.172
C 1.13 0.99 -0.86 0.114
C 0.03 1.74 -1.05 0.010
F -1.11 1.19 -1.50 -0.251
N 1.21 -0.32 -1.21 -0.472
C 0.51 -1.23 -0.74 -0.338
C -0.62 -1.06 0.29 0.868
C -1.70 -2.11 0.19 -1.387
C -0.52 -0.05 1.24 -0.017
C -1.61 -0.01 2.19 -0.003
N -2.50 -0.06 2.92 -0.459
H 2.40 2.72 -0.23 0.275
H 3.25 1.54 -1.29 0.323
H 2.80 1.03 0.44 0.279
H -0.23 2.75 -0.81 0.404
H 0.65 -2.25 -1.07 0.413
H -1.82 -2.69 1.13 0.361
H -1.66 -2.93 -0.57 0.371
H -2.76 -1.71 0.14 0.326
H 0.08 0.87 1.26 0.354
```

Structure (SMILES): CC(=C/F)/N=C\C(C)=C\C#N
HOMO: -8.79 eV
Relative energy (zero: lowest compared OMol25 entry of this formula, charge and spin): 1.130 eV
HOMO-LUMO gap: 8.21 eV
Total charge: 0

---

# 3
Computed, not measured: a structure of composition C8H9IrN3O4S2Te4, with ωB97M-V/def2-TZVPD.

```
31
Properties=species:S:1:pos:R:3:mulliken_spin:R:1
Ir -1.77 -0.99 0.56 0.947
Te -2.32 -0.62 3.08 0.177
Te -2.56 -3.22 3.78 0.045
Te -4.36 -3.80 1.78 0.109
Te -4.34 -1.38 0.57 0.630
N 5.00 1.20 0.67 0.150
C 4.42 -0.01 0.29 0.397
S 5.52 -1.19 -0.35 1.115
C 3.04 -0.24 0.39 -0.126
C 2.46 -1.50 0.11 0.187
C 1.11 -1.68 0.25 -0.067
N 0.28 -0.70 0.66 0.160
C 0.80 0.51 0.90 -0.043
C 2.14 0.79 0.78 0.173
H 6.00 1.22 0.71 -0.005
H 4.57 1.63 1.48 0.009
H 3.07 -2.33 -0.20 0.017
H 0.64 -2.63 0.04 0.001
H 0.09 1.27 1.21 -0.003
H 2.48 1.80 0.95 0.025
C -2.11 2.07 -1.94 0.005
S -3.22 1.91 -0.57 0.023
O -3.68 3.25 -0.26 0.006
O -4.25 0.97 -0.99 0.004
O -2.39 1.33 0.52 0.031
H -2.70 2.27 -2.83 0.000
H -1.57 1.13 -2.06 0.000
H -1.43 2.89 -1.73 0.000
O -1.77 -1.21 -3.78 0.008
C -1.66 -1.31 -2.59 0.014
N -1.49 -1.45 -1.43 0.009
```

Expectation value of S²: 6.057
HOMO (spin up / spin down): -4.29 / -4.32 eV
Relative energy (zero: lowest compared OMol25 entry of this formula, charge and spin): 0.000 eV
HOMO-LUMO gap (spin up / spin down): 6.11 / 2.83 eV
Total charge: -1
Multiplicity: 5

---

# 4
Computed, not measured: the molecule C8H9N in a non-equilibrium geometry, with ωB97M-V/def2-TZVPD.

```
18
Properties=species:S:1:pos:R:3:mulliken_charge:R:1
C 0.26 1.81 0.74 -1.080
C 0.00 0.33 1.10 -0.189
C 1.58 -0.68 1.06 -0.519
C 1.46 -1.53 0.03 -0.735
C 0.22 -1.40 -0.59 0.494
C -0.41 -1.88 -1.67 -0.321
C -1.65 -1.15 -1.79 -0.717
C -1.63 -0.23 -0.74 -0.203
N -0.51 -0.34 -0.07 0.210
H 0.52 1.97 -0.36 0.288
H 0.88 2.48 1.35 0.360
H -0.73 2.26 0.95 0.317
H -0.46 0.20 2.03 0.321
H 2.33 -0.42 1.75 0.465
H 2.22 -2.17 -0.37 0.395
H 0.09 -2.77 -2.31 0.238
H -2.32 -1.11 -2.64 0.363
H -2.36 0.56 -0.43 0.313
```

Structure (SMILES): C[C@@H]1C=Cc2cccn21
HOMO: -7.56 eV
Relative energy (zero: lowest compared OMol25 entry of this formula, charge and spin): 2.232 eV
HOMO-LUMO gap: 8.57 eV
Total charge: 0